Formula: C46H58O4Tc
Source: OMol25
Level of theory: ωB97M-V/def2-TZVPD

XYZ file:
```
109
Properties=species:S:1:pos:R:3:mulliken_charge:R:1
Tc 2.974 1.327 -0.980 0.714
C 5.359 -0.161 0.472 -1.156
O 3.925 0.032 0.273 -0.184
C 3.026 -0.859 0.920 1.146
C 2.683 -2.028 0.259 -0.137
C 3.255 -2.401 -1.096 -1.633
C 2.245 -2.120 -2.182 0.595
C 1.383 -3.107 -2.621 -0.631
C 0.358 -2.856 -3.543 -0.323
C 0.209 -1.550 -4.008 -0.274
C 1.050 -0.522 -3.607 0.192
C 0.792 0.899 -4.039 -1.672
C -0.038 1.618 -2.991 -0.243
C -1.406 1.371 -2.893 -0.064
C -2.198 1.962 -1.916 -0.219
C -1.583 2.840 -1.024 -0.351
C -0.229 3.125 -1.079 -0.285
C 0.387 4.087 -0.082 -1.535
C 0.562 3.448 1.269 -0.356
C -0.298 3.683 2.310 -0.009
C -0.158 3.033 3.547 -0.123
C 0.900 2.115 3.718 -0.380
C 1.790 1.840 2.720 0.024
C 2.869 0.799 2.856 -1.410
C 2.484 -0.483 2.145 -0.106
C 1.538 -1.329 2.698 -0.384
C 1.137 -2.512 2.079 -0.346
C 1.730 -2.841 0.866 0.031
C 0.072 -3.381 2.740 2.173
C -0.255 -4.624 1.912 -2.125
C 0.571 -3.828 4.122 -1.785
C -1.211 -2.549 2.897 -1.626
C 1.630 2.531 1.485 0.960
O 2.490 2.320 0.525 -1.007
C -1.108 3.278 4.695 1.689
C -1.724 1.933 5.127 -1.541
C -2.235 4.241 4.318 -2.005
C -0.308 3.879 5.868 -1.666
C 0.514 2.488 -2.066 1.220
O 1.920 2.691 -2.094 -0.172
C 2.452 3.712 -2.991 -1.179
C -3.693 1.680 -1.785 2.122
C -4.190 0.685 -2.835 -2.089
C -3.962 1.091 -0.391 -1.579
C -4.470 2.996 -1.948 -1.759
C 2.079 -0.834 -2.713 0.739
O 2.973 0.165 -2.348 -1.160
C -0.554 -3.997 -3.984 1.928
C -1.249 -4.591 -2.746 -1.534
C -1.630 -3.525 -4.963 -2.000
C 0.294 -5.081 -4.672 -1.711
H 5.510 -1.132 0.933 0.309
H 5.733 0.630 1.116 0.347
H 5.842 -0.125 -0.501 0.357
H 3.488 -3.465 -1.095 0.855
H 4.185 -1.873 -1.296 0.331
H 1.518 -4.110 -2.232 0.565
H -0.580 -1.312 -4.713 0.605
H 0.239 0.891 -4.977 0.854
H 1.731 1.414 -4.227 0.336
H -1.848 0.689 -3.609 0.531
H -2.181 3.333 -0.263 0.623
H -0.268 4.952 0.018 0.798
H 1.348 4.452 -0.439 0.148
H -1.107 4.389 2.168 0.618
H 1.011 1.610 4.671 0.606
H 3.022 0.582 3.912 0.790
H 3.806 1.192 2.469 0.121
H 1.105 -1.055 3.657 0.649
H 1.447 -3.756 0.357 0.522
H 0.617 -5.273 1.789 0.437
H -0.644 -4.364 0.922 0.403
H -1.022 -5.206 2.424 0.444
H 1.489 -4.415 4.036 0.389
H -0.185 -4.450 4.605 0.468
H 0.770 -2.977 4.780 0.326
H -1.576 -2.206 1.924 0.386
H -1.054 -1.673 3.533 0.325
H -1.992 -3.157 3.359 0.470
H -2.271 1.467 4.302 0.336
H -2.427 2.109 5.943 0.490
H -0.972 1.227 5.489 0.342
H -2.842 3.857 3.493 0.343
H -1.857 5.232 4.050 0.423
H -2.894 4.369 5.176 0.417
H 0.479 3.207 6.217 0.323
H -0.984 4.062 6.704 0.466
H 0.149 4.831 5.586 0.388
H 1.661 4.020 -3.668 0.321
H 3.276 3.276 -3.549 0.344
H 2.794 4.557 -2.398 0.347
H -3.690 -0.284 -2.746 0.400
H -4.051 1.063 -3.852 0.431
H -5.259 0.517 -2.694 0.433
H -3.406 0.159 -0.247 0.387
H -5.026 0.873 -0.280 0.476
H -3.681 1.785 0.406 0.285
H -4.289 3.440 -2.930 0.383
H -4.196 3.730 -1.186 0.328
H -5.542 2.806 -1.855 0.468
H -1.844 -3.832 -2.229 0.306
H -0.532 -5.008 -2.036 0.348
H -1.918 -5.399 -3.050 0.504
H -2.283 -2.770 -4.517 0.287
H -2.256 -4.373 -5.246 0.422
H -1.196 -3.120 -5.880 0.442
H 1.046 -5.498 -4.000 0.311
H 0.807 -4.679 -5.549 0.393
H -0.349 -5.902 -5.000 0.467
```

Its highest occupied orbital energy (spin up / spin down) is -13.61 / -13.57 eV. The calculation puts the orbital gap (spin up / spin down) at 5.45 / 5.40 eV. The charge is +2. Its expectation value of S² is 0.793. As for the spin multiplicity: 2.

=====

Formula: C11H35O6
Source: OMol25
Level of theory: ωB97M-V/def2-TZVPD

XYZ file:
```
52
Properties=species:S:1:pos:R:3:mulliken_charge:R:1
O -0.325 0.148 -0.504 -0.075
H 0.592 -0.249 -0.595 0.309
H -0.434 0.928 0.096 0.386
H -0.777 0.275 -1.382 0.545
C -3.144 -3.492 1.993 -1.224
C -1.951 -2.615 2.401 -0.235
O -1.425 -1.966 1.243 -0.328
H -4.018 -2.866 1.802 0.348
H -3.323 -4.239 2.765 0.384
H -2.962 -4.014 1.053 0.315
H -1.214 -3.307 2.798 0.379
H -2.294 -1.863 3.111 0.189
H -2.160 -1.576 0.761 0.162
C 2.864 4.308 -1.209 -1.175
C 2.176 3.225 -0.400 0.254
O 0.868 2.972 -0.914 -0.418
H 2.674 4.211 -2.276 0.307
H 3.944 4.305 -1.048 0.364
H 2.495 5.283 -0.886 0.305
H 2.152 3.532 0.653 0.013
H 2.672 2.255 -0.335 0.137
H 0.254 3.663 -0.653 0.279
C 2.333 -2.582 0.698 -1.110
C 2.662 -1.111 0.539 0.140
O 2.116 -0.580 -0.689 -0.576
H 1.266 -2.770 0.553 0.185
H 2.544 -2.915 1.716 0.385
H 2.903 -3.209 0.014 0.319
H 3.749 -1.035 0.516 0.461
H 2.231 -0.528 1.350 -0.150
H 2.798 -0.523 -1.362 0.278
C -0.450 2.063 3.884 -1.186
C 0.497 2.083 2.694 -0.108
O -0.364 1.889 1.514 -0.646
H 0.190 2.160 4.772 0.396
H -0.967 1.110 3.949 0.251
H -1.134 2.906 3.951 0.353
H 1.230 1.288 2.764 0.235
H 0.951 3.063 2.565 0.248
H -0.758 2.754 1.376 0.237
C -0.670 -1.366 -4.158 -1.186
C -1.838 -0.776 -3.390 0.523
C -2.333 -1.654 -2.256 -1.108
O -1.411 0.518 -2.882 -0.594
H -0.823 -2.407 -4.445 0.374
H 0.203 -1.373 -3.496 0.194
H -0.390 -0.784 -5.035 0.382
H -2.713 -0.609 -4.023 0.306
H -1.517 -1.957 -1.591 0.149
H -2.655 -2.601 -2.685 0.437
H -3.094 -1.098 -1.712 0.296
H -1.223 1.126 -3.602 0.293
```

For the energy above the lowest of the compared OMol25 structures with the same formula, charge and spin, the calculation gives 0.886 eV. Its highest occupied orbital energy is -12.84 eV. The calculation puts the orbital gap at 10.54 eV. The charge is +1.

=====

Formula: C91H188N12O11
Source: OMol25
Level of theory: ωB97M-V/def2-TZVPD

XYZ file:
```
302
Properties=species:S:1:pos:R:3:mulliken_charge:R:1
C 18.002 18.684 12.455 -0.248
O 18.217 18.257 11.134 -0.174
C 17.153 18.308 10.241 -0.514
C 16.129 17.202 10.547 -0.757
O 15.105 17.382 11.543 -0.153
C 14.194 18.447 11.191 -0.832
H 17.577 17.846 13.007 0.276
H 17.203 19.423 12.512 0.157
H 18.910 19.057 12.929 0.079
H 17.405 18.056 9.211 0.394
H 16.692 19.295 10.224 0.389
H 16.668 16.350 10.962 -0.049
H 15.636 16.840 9.645 0.636
H 14.718 19.388 11.022 0.236
H 13.466 18.742 11.947 0.259
H 13.648 18.135 10.300 0.380
C 20.927 15.748 11.666 -1.139
O 21.756 14.909 12.494 0.591
C 22.840 14.291 11.826 -0.910
C 23.677 13.241 12.545 -1.065
O 22.788 12.236 12.940 0.031
C 23.477 11.058 13.401 -1.016
H 19.872 15.728 11.941 0.189
H 20.766 15.449 10.631 0.532
H 21.326 16.762 11.684 0.032
H 23.512 15.069 11.464 0.543
H 22.395 13.816 10.952 0.340
H 24.275 13.675 13.346 0.285
H 24.310 12.899 11.726 0.541
H 24.149 10.740 12.605 0.318
H 22.751 10.313 13.730 0.271
H 23.992 11.266 14.339 0.339
C 18.748 9.874 10.980 -2.067
C 18.618 11.189 11.794 2.250
C 17.134 11.711 11.611 -1.529
C 16.690 12.655 12.711 0.061
C 16.932 12.102 14.100 -1.511
C 18.439 11.730 14.297 2.658
N 18.956 10.874 13.220 -0.076
O 20.296 10.599 13.363 -0.431
C 19.266 13.044 14.596 -0.605
C 18.496 10.822 15.527 -2.145
C 19.531 12.275 11.183 -2.101
H 18.177 9.915 10.053 0.380
H 18.170 9.125 11.521 0.510
H 19.695 9.425 10.680 0.303
H 17.014 12.215 10.653 0.426
H 16.486 10.836 11.560 0.437
H 15.646 12.968 12.719 0.644
H 17.275 13.574 12.663 -0.250
H 16.205 11.358 14.425 0.406
H 16.791 12.875 14.856 0.320
H 19.029 13.595 15.506 -0.276
H 20.274 12.790 14.924 0.302
H 19.365 13.723 13.748 0.097
H 17.764 10.017 15.457 0.370
H 19.471 10.453 15.847 0.105
H 18.142 11.423 16.364 0.484
H 20.596 12.062 11.276 0.534
H 19.314 13.241 11.638 0.215
H 19.251 12.432 10.141 0.517
H 20.697 11.418 13.064 0.152
C 15.011 24.541 16.012 -2.288
C 16.334 23.829 16.131 2.260
C 16.023 22.414 16.625 -1.324
C 17.270 21.481 16.384 1.362
C 17.491 21.303 14.877 -0.479
C 17.796 22.679 14.282 1.459
N 16.824 23.746 14.703 0.608
O 17.111 24.966 14.180 -0.544
C 19.279 23.103 14.558 -0.419
C 17.655 22.441 12.734 -1.200
C 17.280 24.560 17.083 -1.515
H 14.384 24.456 16.899 0.391
H 14.409 24.165 15.184 0.376
H 15.091 25.627 15.979 0.462
H 15.606 22.433 17.632 0.193
H 15.190 22.049 16.025 0.415
H 17.159 20.499 16.845 -1.061
H 18.217 21.815 16.808 -0.381
H 16.609 20.969 14.331 0.263
H 18.344 20.650 14.696 -0.066
H 19.330 23.462 15.586 -0.498
H 19.863 22.184 14.542 -0.210
H 19.668 23.909 13.936 0.395
H 18.194 23.206 12.176 0.496
H 18.006 21.457 12.422 -0.449
H 16.601 22.383 12.463 0.530
H 18.312 24.209 17.067 -0.097
H 16.815 24.524 18.068 0.385
H 17.263 25.616 16.815 0.522
H 16.474 25.058 13.468 0.391
C 22.536 19.858 9.558 -1.754
C 21.568 20.811 10.379 1.484
C 21.354 20.274 11.859 1.263
C 22.405 20.651 12.861 0.802
C 22.746 22.150 12.814 -1.585
C 22.934 22.760 11.423 2.017
N 21.929 22.251 10.422 0.190
O 22.146 22.799 9.187 -0.475
C 22.736 24.260 11.690 -1.950
C 24.339 22.459 11.024 -2.027
C 20.205 20.777 9.733 -1.731
H 22.631 20.248 8.544 0.484
H 22.238 18.814 9.463 0.292
H 23.522 19.920 10.019 0.351
H 20.434 20.731 12.224 -1.012
H 21.208 19.194 11.878 -0.146
H 23.335 20.136 12.621 -0.378
H 22.267 20.330 13.893 0.124
H 23.684 22.203 13.368 0.594
H 22.073 22.810 13.360 -0.139
H 21.725 24.448 12.052 0.365
H 23.405 24.674 12.444 0.359
H 22.822 24.915 10.824 0.383
H 25.037 23.021 11.643 0.491
H 24.658 21.423 11.140 0.245
H 24.592 22.806 10.022 0.408
H 20.147 21.306 8.782 0.441
H 19.453 21.279 10.343 0.244
H 19.869 19.745 9.630 0.267
H 22.953 22.344 8.934 0.419
C 13.954 17.921 17.674 -1.555
C 13.476 17.858 16.219 2.600
C 14.378 16.987 15.375 -0.448
C 14.239 15.496 15.498 -0.304
C 12.654 15.258 15.166 -1.780
C 11.678 16.029 16.084 1.968
N 12.069 17.437 16.071 0.178
O 11.141 18.267 16.744 -0.445
C 10.324 15.850 15.403 -1.962
C 11.473 15.419 17.502 -1.646
C 13.635 19.319 15.617 -2.484
H 13.879 16.978 18.216 0.230
H 13.408 18.692 18.217 0.725
H 14.986 18.269 17.716 -0.271
H 14.309 17.269 14.324 0.387
H 15.389 17.271 15.667 -0.674
H 14.502 15.121 16.487 0.296
H 14.795 14.878 14.794 0.090
H 12.546 14.192 15.364 0.489
H 12.524 15.470 14.104 0.420
H 10.333 15.851 14.313 0.378
H 9.893 14.850 15.465 0.440
H 9.572 16.578 15.708 0.360
H 11.199 14.365 17.555 0.430
H 12.416 15.536 18.037 0.333
H 10.718 15.990 18.041 0.392
H 13.118 20.069 16.216 0.512
H 13.227 19.483 14.620 0.489
H 14.645 19.727 15.643 0.302
H 11.446 18.049 17.628 0.419
C 20.139 16.751 24.651 -1.355
C 20.175 15.543 23.595 1.730
C 19.814 14.195 24.197 -0.890
C 18.361 13.987 24.514 -0.792
C 17.529 14.150 23.277 -1.235
C 17.764 15.499 22.536 1.499
N 19.248 15.736 22.444 0.194
O 19.554 16.834 21.727 1.945
C 17.034 15.309 21.168 -1.547
C 16.953 16.629 23.335 -1.580
C 21.581 15.299 23.031 -1.577
H 20.420 16.367 25.633 0.340
H 19.180 17.255 24.767 0.263
H 20.886 17.518 24.447 0.141
H 20.147 13.387 23.547 -0.139
H 20.451 14.023 25.064 0.551
H 17.978 14.546 25.367 0.358
H 18.238 12.975 24.901 0.524
H 16.464 14.088 23.503 0.365
H 17.684 13.380 22.521 0.232
H 17.287 14.472 20.516 0.239
H 15.957 15.218 21.303 0.605
H 17.141 16.209 20.564 -0.119
H 17.213 16.559 24.391 0.394
H 17.286 17.625 23.041 0.031
H 15.866 16.551 23.323 0.438
H 21.736 14.521 22.284 -0.138
H 22.180 15.184 23.934 0.587
H 21.950 16.187 22.517 -0.123
H 19.545 17.560 22.355 -0.728
C 22.426 11.379 17.052 -2.403
C 21.940 11.789 18.408 2.614
C 20.745 12.745 18.281 -0.272
C 19.992 13.051 19.623 2.220
C 19.502 11.685 20.181 -1.668
C 20.654 10.714 20.396 1.847
N 21.542 10.642 19.215 0.152
O 22.558 9.723 19.312 -0.487
C 21.441 11.081 21.732 -1.698
C 19.891 9.377 20.624 -1.989
C 23.116 12.604 19.019 -1.546
H 22.674 12.159 16.331 0.341
H 21.758 10.679 16.551 0.253
H 23.360 10.854 17.252 0.592
H 21.041 13.719 17.892 -0.485
H 20.080 12.378 17.499 -0.351
H 19.189 13.736 19.347 -0.072
H 20.615 13.552 20.363 -1.471
H 18.617 11.289 19.683 0.413
H 19.038 11.993 21.119 0.168
H 22.139 10.317 22.075 0.406
H 21.953 12.035 21.609 0.341
H 20.695 11.089 22.527 0.481
H 19.263 9.112 19.774 0.446
H 20.574 8.542 20.787 0.402
H 19.288 9.412 21.532 0.356
H 23.931 11.918 19.251 0.626
H 22.863 13.070 19.972 0.096
H 23.424 13.441 18.393 0.097
H 23.151 10.133 19.947 0.410
C 18.490 18.136 16.208 0.355
C 19.185 16.853 16.631 2.530
C 20.059 16.353 15.447 0.376
C 21.416 17.064 15.327 -0.238
C 22.200 17.035 16.571 -0.891
C 21.367 17.564 17.806 2.511
N 20.022 16.940 17.862 0.417
O 19.368 17.421 18.968 1.528
C 22.135 16.977 19.025 -0.560
C 21.404 19.096 17.819 -1.537
C 18.037 15.812 16.882 -1.690
H 17.573 18.328 16.764 -0.806
H 18.296 18.243 15.141 -0.009
H 19.077 19.004 16.507 -0.420
H 20.358 15.312 15.571 -0.701
H 19.485 16.386 14.521 0.595
H 21.356 18.122 15.070 -0.603
H 21.935 16.625 14.475 -0.195
H 23.088 17.646 16.408 0.504
H 22.640 16.041 16.650 -0.169
H 21.575 17.185 19.937 -0.038
H 22.157 15.891 18.943 -0.980
H 23.180 17.281 19.086 0.170
H 22.450 19.332 18.014 0.821
H 21.208 19.597 16.871 -0.186
H 20.744 19.541 18.564 -0.456
H 18.404 14.804 17.076 -0.690
H 17.371 15.724 16.023 0.335
H 17.335 16.031 17.687 0.118
H 19.560 16.767 19.644 -0.736
C 22.743 23.517 17.009 -1.538
C 21.806 22.969 18.054 1.566
C 21.297 24.068 19.010 -0.018
C 22.321 24.687 19.790 -0.059
N 23.108 25.242 20.442 -0.530
H 23.537 24.169 17.374 0.443
H 22.158 23.910 16.178 0.300
H 23.268 22.712 16.495 0.334
H 22.300 22.129 18.542 -0.150
H 20.953 22.495 17.571 -0.749
H 20.569 23.649 19.705 0.192
H 20.751 24.875 18.522 0.278
C 22.928 19.925 21.181 -0.650
C 23.114 19.564 22.625 -0.537
C 22.160 20.259 23.588 -0.848
C 20.726 19.999 23.475 0.266
N 19.616 19.756 23.324 -0.456
H 23.771 19.577 20.585 0.339
H 22.944 21.015 21.168 0.420
H 21.954 19.680 20.758 -0.070
H 24.156 19.783 22.860 0.462
H 23.164 18.496 22.837 0.142
H 22.349 21.332 23.622 0.528
H 22.473 19.862 24.553 0.355
C 25.332 15.496 19.351 -0.764
C 25.761 16.193 17.997 0.262
C 27.315 16.368 17.956 -0.510
C 28.115 15.121 18.047 0.070
N 28.716 14.149 18.079 -0.474
H 24.271 15.247 19.331 -0.246
H 25.369 16.066 20.279 0.342
H 25.818 14.520 19.332 0.531
H 25.329 17.192 17.936 0.281
H 25.365 15.630 17.152 0.028
H 27.649 16.949 18.816 0.418
H 27.628 16.866 17.038 0.364
C 24.628 17.861 13.534 -0.514
C 25.354 16.869 14.476 0.277
C 26.549 16.054 13.902 -0.508
C 26.257 15.492 12.557 -0.005
N 26.067 15.104 11.492 -0.544
H 25.333 18.656 13.292 0.651
H 23.792 18.274 14.100 -0.269
H 24.174 17.342 12.690 0.152
H 24.707 16.152 14.983 -0.261
H 25.838 17.296 15.355 0.283
H 26.756 15.222 14.576 0.352
H 27.420 16.695 13.772 0.562
C 15.798 21.682 20.772 -1.700
C 16.197 20.299 20.236 0.793
C 17.562 19.831 20.671 1.582
C 18.635 20.730 20.280 -0.187
N 19.514 21.423 20.014 -0.336
H 15.026 22.100 20.126 0.479
H 16.641 22.373 20.734 0.340
H 15.414 21.726 21.792 0.335
H 16.213 20.285 19.146 -0.616
H 15.416 19.599 20.534 0.538
H 17.879 18.905 20.192 -1.282
H 17.649 19.726 21.753 0.158
```

Its highest occupied orbital energy is -8.10 eV. The calculation puts the orbital gap at 8.20 eV. The charge is 0.